(1)
91
Properties=species:S:1:pos:R:3 method="wB97M-V/def2-TZVPD" total_energy_ha=-7050.46778 s_squared=2.00 charge=+1 e_above_lowest_kj_mol=0.00 spin_multiplicity=3 e_lumo_ev="-2.00 / -2.60" orbital_gap_ev="10.5 / 9.8"
Ni -34.401 -3.171 -11.403
S -36.312 -5.296 -9.528
S -32.152 -3.928 -9.042
S -34.440 -0.786 -14.085
S -37.019 -3.830 -13.876
S -32.306 -4.878 -13.731
S -36.171 -0.722 -9.807
S -32.074 -1.570 -10.167
F -32.302 -2.669 -6.605
F -30.650 -3.008 -11.939
F -33.673 -4.504 -6.793
F -30.274 -0.855 -11.876
F -29.372 -2.179 -10.406
F -34.091 -2.606 -7.796
O -35.633 -1.922 -10.483
O -30.716 -3.824 -8.738
O -37.915 -2.385 -13.858
O -35.643 0.068 -14.047
O -32.899 -0.608 -10.867
O -32.596 -5.298 -9.389
O -31.687 -3.866 -14.561
O -33.066 0.131 -13.954
O -37.713 -5.073 -9.916
O -36.869 0.236 -10.873
O -36.111 -3.828 -12.714
O -31.659 -1.170 -8.810
O -36.179 -4.998 -7.905
O -34.233 -1.849 -13.064
O -33.342 -4.545 -12.713
O -33.034 -5.982 -14.733
O -35.217 -4.542 -10.145
O -36.525 -4.103 -15.198
O -35.225 0.051 -8.986
N -32.845 -2.917 -10.293
C -37.530 -1.203 -8.639
C -33.352 -5.947 -16.916
C -33.994 -1.510 -15.734
C -32.992 1.310 -14.841
C -38.703 -2.123 -15.029
C -30.447 -1.932 -11.128
C -35.836 -7.077 -9.543
C -31.617 2.066 -14.822
C -37.413 1.515 -10.496
C -32.407 -6.442 -15.880
C -37.012 -5.609 -6.967
C -31.047 -6.069 -12.978
C -33.120 -3.439 -7.404
C -36.213 -6.279 -5.841
C -38.309 -5.052 -13.362
C -37.874 -1.456 -16.193
C -36.295 2.531 -10.088
H -35.509 -7.015 -6.229
H -35.872 -7.404 -10.582
H -34.878 -7.266 -9.059
H -37.009 -2.093 -16.378
H -32.284 -7.525 -15.866
H -38.081 -1.973 -9.179
H -37.997 1.865 -11.347
H -34.359 -6.336 -16.767
H -35.564 -5.511 -5.420
H -39.236 -3.006 -15.382
H -36.690 -6.892 -5.077
H -38.601 -1.438 -17.005
H -34.288 -0.908 -16.593
H -35.343 2.175 -10.479
H -38.861 -5.584 -14.138
H -32.940 -1.782 -15.807
H -30.848 1.293 -14.826
H -37.701 -4.899 -6.510
H -36.567 3.551 -10.363
H -36.628 -7.564 -8.975
H -37.778 -5.825 -12.806
H -31.599 -6.960 -12.679
H -31.378 -6.087 -15.821
H -33.796 1.993 -14.566
H -30.656 -5.562 -12.096
H -36.207 2.478 -9.003
H -38.124 1.380 -9.681
H -37.040 -1.629 -7.763
H -33.167 1.169 -15.908
H -38.915 -4.454 -12.681
H -37.537 -0.478 -15.848
H -30.337 -6.348 -13.757
H -38.166 -0.336 -8.456
H -39.490 -1.483 -14.628
H -37.563 -6.437 -7.413
H -34.656 -2.366 -15.869
H -31.611 2.601 -13.872
H -31.462 2.883 -15.527
H -33.268 -4.860 -16.912
H -32.796 -6.174 -17.826

(2)
73
Properties=species:S:1:pos:R:3 method="wB97M-V/def2-TZVPD" total_energy_ha=-2621.32327 s_squared=2.01 charge=+1 e_above_lowest_kj_mol=10.58 spin_multiplicity=3 e_lumo_ev="-2.29 / -1.84" orbital_gap_ev="8.7 / 9.4"
V -0.157 -0.056 0.214
O 1.729 0.083 3.554
O 1.518 1.531 0.397
O -1.872 -0.829 1.076
O -0.692 1.373 1.710
O 1.515 -0.491 -1.248
O -1.141 0.804 -1.227
O 1.029 -0.878 1.710
O 1.244 -2.023 3.534
O -0.167 -2.129 -0.222
N 1.387 -0.951 2.962
N 3.000 2.626 -0.866
N 3.475 -0.919 -2.240
N -3.308 -1.279 2.683
N -0.615 3.472 2.469
N -0.487 -3.412 -2.006
C 2.521 2.205 0.336
C 0.806 -4.285 -0.114
C -0.426 -4.630 -2.786
C -3.935 0.368 1.015
C -0.744 4.118 1.170
C -0.585 2.142 2.656
C -0.487 1.670 4.074
C -2.125 0.452 -3.358
C 4.221 -1.008 -0.998
C -1.482 1.440 -2.402
C 0.020 -3.198 -0.797
C 1.517 -0.560 -3.619
C 2.158 -0.657 -2.277
C 3.340 2.501 1.558
C -2.362 2.654 -2.156
C -2.973 -0.629 1.578
C -2.371 -2.181 3.336
H 4.176 3.170 1.335
H 3.822 3.193 -0.949
H -1.417 -0.326 -3.646
H 5.184 -0.499 -1.116
H 0.230 -4.484 -3.645
H 4.418 -2.034 -0.697
H -3.429 1.079 0.370
H 3.906 -1.254 -3.083
H -0.772 3.338 0.411
H -1.525 -1.636 3.767
H -1.887 -2.850 2.622
H -3.018 0.003 -2.914
H 2.485 2.325 -1.675
H -4.755 -0.150 0.514
H 3.709 -0.441 -0.226
H -2.886 -2.751 4.100
H 2.751 3.021 2.312
H -2.646 3.089 -3.117
H -0.381 4.053 3.257
H -0.054 -5.466 -2.209
H -1.642 4.727 1.138
H 1.010 0.399 -3.705
H -4.236 -1.153 3.044
H 0.745 -1.326 -3.672
H 1.795 -4.392 -0.570
H -1.143 -2.715 -2.329
H -2.496 0.931 -4.272
H 0.138 4.728 0.973
H 0.926 -4.055 0.944
H -3.268 2.445 -1.587
H -1.072 2.345 4.707
H 0.354 -5.281 -0.132
H 2.235 -0.667 -4.430
H -1.770 3.408 -1.632
H 3.724 1.572 1.972
H -0.556 1.846 -2.857
H -0.924 0.686 4.196
H -1.427 -4.858 -3.145
H 0.544 1.691 4.418
H -4.400 0.963 1.810

(3)
63
Properties=species:S:1:pos:R:3 method="wB97M-V/def2-TZVPD" total_energy_ha=-2038.37370 charge=+4 e_above_lowest_kj_mol=23.87 e_lumo_ev="-15.66 / -16.30" orbital_gap_ev="3.6 / 2.1"
Sn 0.171 -0.254 0.543
P -0.933 -1.463 2.661
P 1.996 0.790 -1.387
P 1.384 1.581 2.365
O -2.230 1.292 -3.570
N 1.829 -2.048 0.657
C 1.057 3.317 1.902
C -1.361 -1.388 -0.852
C 0.966 1.601 4.145
C 3.777 1.120 -1.146
C -2.672 -1.460 -4.839
C -4.340 0.166 -4.142
C -1.794 -1.128 -3.828
C -3.932 -0.848 -4.978
C -3.427 0.704 -3.173
C -2.065 -0.028 -2.960
C -1.378 0.008 -1.518
C -1.936 -2.955 2.334
C 1.420 2.364 -2.130
C 0.273 -2.035 3.905
C 3.212 1.578 2.460
C 2.037 -0.253 -2.895
C -2.078 -0.400 3.596
H 4.238 1.280 -2.132
H 1.200 3.471 0.825
H 1.471 -2.948 0.985
H 4.259 0.257 -0.665
H -1.949 -0.579 4.674
H 2.258 -1.298 -2.635
H 2.837 0.125 -3.548
H 0.472 2.229 -2.668
H 3.532 0.858 3.226
H 2.186 2.711 -2.840
H -0.875 -1.698 -3.661
H -2.391 -2.258 -5.528
H -5.318 0.633 -4.192
H -2.132 -1.514 -0.078
H 2.327 -2.185 -0.227
H 1.131 -1.354 3.988
H -1.388 -3.670 1.702
H -4.602 -1.189 -5.769
H -2.874 -2.681 1.830
H -1.902 0.662 3.382
H 2.496 -1.699 1.349
H 1.085 -0.213 -3.441
H -1.927 0.757 -0.925
H -0.234 -2.080 4.880
H -0.381 0.439 -1.768
H -3.680 1.424 -2.429
H 3.546 2.585 2.748
H 1.754 3.958 2.461
H -0.099 1.394 4.309
H -1.657 -2.114 -1.629
H 1.201 2.598 4.544
H -3.110 -0.648 3.309
H 3.930 2.014 -0.527
H 3.663 1.308 1.497
H 0.023 3.578 2.169
H 0.637 -3.040 3.648
H 1.279 3.124 -1.349
H -2.176 -3.445 3.290
H -0.372 -1.906 -0.635
H 1.565 0.852 4.679

(4)
64
Properties=species:S:1:pos:R:3 method="wB97M-V/def2-TZVPD" total_energy_ha=-1557.14170 charge=-1 e_lumo_ev=2.45 orbital_gap_ev=6.9
P -4.449 3.773 2.998
Al -0.531 2.170 -1.648
O -5.392 2.806 2.430
O -3.477 3.156 4.108
O -3.273 4.188 2.036
O -5.214 4.808 3.970
C 2.775 -3.003 -2.237
C 1.999 -3.575 -3.418
C 0.458 -0.056 2.038
C -5.692 6.046 3.432
C 4.557 -3.763 -0.582
C 3.491 -2.257 1.219
C 0.168 -2.758 -5.020
C -0.991 -2.667 -4.024
C -4.042 2.377 5.155
C -0.221 0.549 0.771
C 4.582 -2.409 0.137
C 3.196 -4.074 -1.210
C 1.528 -2.461 -4.374
C 2.378 -1.253 0.842
C 1.964 -0.287 1.962
C 0.663 1.320 -0.217
C -3.563 5.087 0.941
H -6.189 6.584 4.236
H 2.262 -2.305 -5.167
H -1.946 -2.712 -4.548
H -0.977 1.255 1.128
H -0.693 3.785 -1.390
H 3.243 -5.038 -1.721
H -4.868 6.658 3.063
H 4.786 -4.540 0.158
H 1.330 0.658 -0.775
H 0.010 -1.045 2.201
H 1.242 2.100 0.288
H -2.625 5.321 0.449
H -6.407 5.867 2.626
H 5.555 -2.310 0.627
H -3.284 1.664 5.473
H 5.359 -3.802 -1.325
H 1.119 -4.118 -3.065
H -4.306 3.017 5.999
H -0.927 -1.729 -3.470
H 1.396 -1.544 -3.794
H 2.448 -4.089 -0.416
H 1.506 -1.748 0.408
H 2.641 -4.273 -3.965
H 3.055 -3.238 1.424
H 2.261 -0.744 2.916
H -0.945 -3.488 -3.308
H 0.167 -3.752 -5.480
H 0.022 -2.025 -5.818
H 4.534 -1.610 -0.606
H 3.963 -1.878 2.126
H 2.159 -2.249 -1.745
H -0.769 -0.218 0.219
H -4.226 4.604 0.224
H -0.013 1.798 -3.156
H 2.534 0.641 1.898
H 3.653 -2.479 -2.629
H 0.182 0.548 2.906
H -4.923 1.834 4.811
H -4.018 6.008 1.310
H -2.022 1.512 -1.470
H 2.797 -0.636 0.046

(5)
69
Properties=species:S:1:pos:R:3 method="wB97M-V/def2-TZVPD" total_energy_ha=-8527.39328 e_above_lowest_kj_mol=98.32 e_lumo_ev=-0.36 orbital_gap_ev=7.7
Ir 0.375 -0.146 0.075
As 0.077 0.527 2.289
As 5.273 2.055 3.346
As 2.156 -1.510 0.774
S -1.236 -2.446 -0.579
Si 1.879 2.421 -1.841
O -2.369 -3.305 -0.341
O -0.079 -3.171 -1.137
O -1.585 -1.241 -1.398
O -0.746 -1.819 0.755
N 0.978 -0.565 -1.981
C -0.904 -0.649 3.459
C 1.084 1.784 -0.273
C 4.252 3.046 1.990
C 1.743 0.988 3.195
C -0.877 2.194 2.490
C 4.066 0.634 4.038
C 3.310 -2.114 -0.641
C 6.372 1.014 2.093
C 2.439 -1.212 4.182
C 0.706 2.350 -3.306
C 3.528 1.577 -2.175
C 3.382 -0.551 1.941
C 2.293 4.231 -1.535
C 0.598 -1.185 -2.867
C 0.099 -1.964 -3.978
C 1.700 -3.201 1.572
C 2.886 -0.039 3.300
H -1.004 2.427 3.547
H 2.091 1.880 2.674
H 1.466 1.294 4.209
H 2.688 -2.705 -1.311
H 4.304 1.983 -1.520
H -0.692 -0.416 4.502
H 3.749 -1.275 -1.174
H 0.926 -2.482 -4.464
H 3.710 0.284 1.320
H 3.686 1.039 4.981
H 2.967 4.347 -0.682
H 4.961 3.719 1.507
H 3.456 0.504 -2.008
H -0.320 2.987 1.997
H 0.142 2.364 -0.188
H 5.820 0.664 1.222
H 2.533 -3.546 2.182
H -0.670 -1.683 3.225
H 2.198 -0.864 5.188
H -0.402 -1.310 -4.689
H 3.859 1.732 -3.205
H 1.706 2.168 0.547
H -1.962 -0.504 3.244
H 1.238 2.136 -4.237
H 3.237 -1.953 4.265
H 6.807 0.161 2.613
H -0.057 1.583 -3.173
H 0.207 3.313 -3.428
H 3.478 3.658 2.452
H 4.244 -1.209 2.092
H -0.602 -2.692 -3.576
H -1.853 2.094 2.018
H 4.094 -2.733 -0.205
H 3.808 2.410 1.225
H 1.389 4.810 -1.328
H 1.558 -1.711 3.781
H 1.498 -3.876 0.741
H 0.784 -3.114 2.147
H 2.778 4.681 -2.405
H 4.780 -0.147 4.326
H 7.187 1.654 1.755

(6)
85
Properties=species:S:1:pos:R:3 method="wB97M-V/def2-TZVPD" total_energy_ha=-3110.26051 charge=+1 e_lumo_ev=-4.33 orbital_gap_ev=6.6
I -1.785 -3.422 2.835
P -2.714 -0.825 1.491
P 3.600 -2.519 2.182
O 2.666 -3.878 -4.313
O -1.913 -3.056 -2.342
O 5.557 8.122 -2.032
O -3.239 -1.690 0.119
O -8.642 -1.486 1.394
O -6.183 -3.298 5.242
O 5.774 4.292 -0.954
N -7.959 -1.495 -0.772
N 3.213 -1.698 -4.605
N -5.497 -3.296 3.079
N 6.887 9.862 -2.622
N 1.859 -2.905 2.464
N 1.657 -2.304 -3.032
N -3.215 0.814 1.189
N -0.723 -4.967 -2.609
N 7.785 8.007 -1.626
N -0.688 -3.860 -0.609
N -0.396 -2.089 2.128
N 3.648 3.681 -0.442
N 4.190 5.892 -0.715
N -7.719 -3.493 3.589
N -0.946 -0.977 1.562
N -10.183 -1.679 -0.258
N 1.205 -0.768 1.410
C 1.003 -1.991 2.050
C -6.453 -3.360 4.055
C 4.019 -0.811 2.802
C -0.534 1.260 -0.972
C 4.043 -2.755 0.384
C 2.523 -2.708 -4.006
C 6.669 8.630 -2.089
C 0.035 -0.100 1.115
C 0.139 2.467 1.166
C -0.353 3.812 -0.896
C -0.123 1.246 0.426
C -0.641 2.577 -1.608
C -8.910 -1.549 0.203
C 0.033 3.764 0.522
C -1.161 -3.906 -1.888
C 1.602 -4.198 3.121
C 4.618 4.605 -0.720
H 3.919 2.714 -0.435
H -0.984 -3.092 -0.035
H -7.944 -3.541 2.612
H 7.672 7.092 -1.223
H 0.428 2.428 2.246
H 8.699 8.416 -1.669
H 1.530 -1.345 -2.770
H 2.542 -4.800 3.134
H 3.557 -3.712 0.042
H -0.105 -5.666 -2.241
H -1.041 -5.044 -3.560
H 3.100 -0.733 -4.357
H 2.695 3.926 -0.249
H -0.932 2.581 -2.685
H -4.241 0.774 1.282
H -0.416 4.814 -1.377
H -10.412 -1.731 -1.233
H -10.920 -1.723 0.424
H -2.747 -1.379 -0.676
H -3.079 1.078 0.200
H 3.432 -0.501 3.708
H -4.545 -3.196 3.375
H 0.880 -4.773 2.473
H -0.068 -4.550 -0.225
H -7.002 -1.399 -0.482
H 1.199 -4.051 4.153
H 3.723 -1.891 -0.258
H 5.152 -2.886 0.241
H -5.707 -3.343 2.098
H 3.242 6.155 -0.523
H 5.117 -0.771 3.053
H 0.249 4.733 1.036
H -8.172 -1.546 -1.751
H 6.091 10.360 -2.978
H 3.863 -1.947 -5.329
H 3.877 -0.051 1.982
H -0.732 0.312 -1.534
H 7.794 10.285 -2.673
H -8.458 -3.541 4.267
H 1.125 -3.016 -2.564
H 4.872 6.611 -0.917